1.
A 2-piece molecular cluster, C6H11NS overall in a non-equilibrium geometry, computed with the ωB97M-V functional and the def2-TZVPD basis.

```
19
Properties=species:S:1:pos:R:3:forces:R:3
C -1.84329 0.15420 1.11165 3.0 -1.0 0.0
C -1.24956 -0.00096 -0.24885 0.6 1.0 0.0
C -0.11074 0.57200 -0.69990 -1.0 -0.5 -1.6
C 0.36809 0.42577 -2.17875 -2.1 -0.9 0.6
N 0.76774 1.32496 0.03758 -0.7 0.0 2.2
H -1.57769 -0.67080 1.77994 -0.3 -0.3 -0.1
H -1.34025 0.96074 1.57591 0.0 1.4 0.8
H -2.86728 0.25474 1.07377 -2.2 0.4 0.1
H -1.94704 -0.43229 -0.91928 0.1 -0.7 -1.0
H -0.38487 0.90786 -2.86030 0.6 -0.8 0.5
H 0.52757 -0.66345 -2.43629 -0.2 1.3 0.1
H 1.25627 0.98328 -2.30048 1.2 0.4 -0.2
H 1.37178 1.93055 -0.42614 0.9 0.8 -1.1
H 0.45786 1.76293 0.90979 -0.1 -0.6 -0.5
C 1.65021 -1.05583 1.26424 0.4 1.5 2.6
C 0.71286 -1.89000 0.95935 0.2 -1.7 -0.4
S -0.08336 -3.17421 0.49662 0.0 0.9 0.4
H 1.76646 -0.39348 2.19721 -0.8 -1.2 -1.5
H 2.52525 -0.99601 0.66392 0.4 -0.1 -0.8
```
Forces are in eV/Å.

Computed properties:
- 2S+1 = 1
- largest force on an atom (Eh/bohr) = 0.06080
- total energy (hartree) = -688.0554
- orbital gap (Eh) = 0.2785
- SMILES string = C/C=C(/C)N.C=C=S
- LUMO (Eh) = 0.00119
- highest occupied orbital energy (eV) = -7.546

2.
An isolated ion of composition C6H11O2 and charge -1, computed with the ωB97M-V functional and the def2-TZVPD basis.

```
19
Properties=species:S:1:pos:R:3:forces:R:3
C -1.97337 -0.82293 1.00209 0.2 -0.5 0.6
C -1.36086 -0.03814 -0.15284 -0.4 0.1 0.4
C -0.32858 1.00026 0.27119 -0.3 0.0 -0.4
C 0.98655 0.39405 0.72416 0.0 -0.1 0.2
C 1.72420 -0.39231 -0.36255 0.0 0.1 -0.5
C 1.56076 0.18650 -1.79864 0.7 -0.2 -0.2
O 2.03321 1.33697 -1.97656 -0.4 -0.1 0.1
O 1.06781 -0.60018 -2.64132 -0.2 0.3 0.0
H -2.53181 -1.69940 0.65955 -0.1 0.1 -0.1
H -1.19347 -1.23064 1.66542 -0.1 0.1 -0.2
H -2.64531 -0.25148 1.65995 0.2 0.1 -0.3
H -2.14913 0.47561 -0.68902 -0.4 0.2 -0.2
H -0.93831 -0.71926 -0.87665 0.4 -0.2 -0.2
H -0.78481 1.65656 1.02990 0.2 -0.1 0.0
H -0.11532 1.59943 -0.61258 0.1 0.3 0.0
H 0.79296 -0.29751 1.53839 0.0 -0.1 0.5
H 1.62919 1.17951 1.12762 0.0 0.0 -0.1
H 1.43328 -1.45097 -0.42081 0.0 0.3 0.3
H 2.79303 -0.32605 -0.14729 0.0 -0.2 0.0
```
Forces are in eV/Å.

Computed properties:
- 2S+1 = 1
- largest force on an atom (Eh/bohr) = 0.01545
- total energy (hartree) = -385.7591
- orbital gap (Eh) = 0.2847
- SMILES string = CCCCCC(=O)[O-]
- LUMO (Eh) = 0.14011
- net charge = -1
- highest occupied orbital energy (eV) = -3.934

3.
An isolated ion of composition C6H11O2 and charge -1 in a non-equilibrium geometry, computed with the ωB97M-V functional and the def2-TZVPD basis.

```
19
Properties=species:S:1:pos:R:3:forces:R:3
C 2.03657 0.50062 -1.29864 0.5 -1.1 -1.3
C 0.62058 0.87408 -0.85211 1.1 0.6 1.0
C 0.08435 -0.10726 0.21608 -0.2 1.1 1.2
C -0.55698 -1.29254 -0.44703 -0.5 -0.7 -0.5
C -0.91959 0.68394 1.12326 -0.2 -1.8 -0.6
C -1.74942 -0.32057 2.06433 0.3 1.6 -1.6
O -2.98205 -0.29349 1.85690 0.1 -0.5 0.6
O -1.02246 -0.96269 2.83994 -0.2 -0.4 0.4
H 1.84907 -0.31187 -2.01444 0.5 0.1 -0.2
H 2.74395 0.04740 -0.59990 -0.7 0.1 0.8
H 2.71171 1.21601 -1.79340 -0.9 0.4 -0.2
H 0.58708 1.93612 -0.56014 0.1 -0.4 0.6
H -0.07247 0.87134 -1.68534 0.0 -0.3 -0.5
H 0.82340 -0.53962 0.89617 0.5 0.4 -0.3
H -1.45490 -1.00765 -1.00771 0.0 0.0 0.0
H 0.11816 -1.81242 -1.14191 0.1 0.3 0.0
H -0.85572 -2.05293 0.27262 -0.1 0.1 0.2
H -0.45335 1.40510 1.78845 0.4 0.2 -0.2
H -1.50794 1.16643 0.34288 -0.8 0.4 0.5
```
Forces are in eV/Å.

Computed properties:
- 2S+1 = 1
- largest force on an atom (Eh/bohr) = 0.04345
- total energy (hartree) = -385.7423
- orbital gap (Eh) = 0.2684
- SMILES string = CC[C@H](C)CC(=O)[O-]
- LUMO (Eh) = 0.13302
- net charge = -1
- highest occupied orbital energy (eV) = -3.684

4.
A 2-piece molecular cluster, C6H11O2P overall in a non-equilibrium geometry, computed with the ωB97M-V functional and the def2-TZVPD basis.

```
20
Properties=species:S:1:pos:R:3:forces:R:3
C 0.10175 -1.51394 2.26000 -0.4 0.6 -0.1
C 1.05572 -0.73642 1.77996 -0.7 -0.4 0.0
C 2.52818 -0.89365 2.01541 -2.2 2.9 -1.4
O 0.72870 0.31856 0.95017 1.0 -0.3 0.2
P -0.71672 0.65024 0.35459 0.7 -0.1 0.3
O -0.62628 1.92274 -0.34261 -0.5 1.1 0.2
H -0.94566 -1.39052 2.19827 -0.9 0.7 -0.9
H 0.20239 -2.30036 2.91476 1.4 -1.7 1.3
H 2.86225 0.12544 2.20934 0.5 -0.2 0.6
H 2.69077 -1.59728 2.73860 0.7 -1.6 1.8
H 2.92717 -1.13104 1.07873 1.0 -0.7 -1.4
H -1.05532 -0.37764 -0.51627 0.0 -0.5 0.3
H -1.52085 0.51818 1.49270 -0.3 0.2 -0.1
C -2.38224 0.43751 -2.47072 -0.3 2.3 2.4
C -1.28558 1.10321 -2.62672 1.8 -0.9 -2.6
C -0.09097 1.34050 -3.10661 -1.2 0.9 -0.5
H -2.94808 0.80759 -1.62936 -1.2 0.2 -0.4
H -2.48064 -0.54535 -2.73946 -0.2 -2.3 -0.8
H 0.75089 1.47664 -2.53792 1.8 -0.6 2.2
H 0.20452 1.78558 -4.02288 -0.9 0.4 -1.3
```
Forces are in eV/Å.

Computed properties:
- 2S+1 = 1
- largest force on an atom (Eh/bohr) = 0.07614
- total energy (hartree) = -726.9251
- orbital gap (Eh) = 0.3535
- SMILES string = C=C(C)O[PH2]=O.C=C=C
- LUMO (Eh) = 0.02892
- highest occupied orbital energy (eV) = -8.833

5.
A 2-piece molecular cluster, C6H11O2S overall in a non-equilibrium geometry, computed with the ωB97M-V functional and the def2-TZVPD basis.

```
20
Properties=species:S:1:pos:R:3:forces:R:3
C 0.31777 1.10755 -2.22543 1.6 1.2 -1.1
C -0.12388 0.15268 -1.42497 0.1 -1.3 -0.1
C -1.35109 -1.71819 0.61105 1.3 3.1 1.9
C -0.74388 1.51314 0.94403 2.0 -4.3 2.3
C 0.16062 -1.47865 0.42998 0.2 1.1 0.2
C 0.47986 -0.09307 -0.14576 -1.2 2.0 3.3
O 2.42136 1.88878 -0.01715 -0.5 -0.3 0.0
O 2.25885 0.22695 1.82564 -0.3 0.1 -0.6
S 2.26873 0.44261 0.33727 0.2 -0.5 0.1
H 0.09684 1.17371 -3.31883 -0.2 0.1 1.2
H 1.17327 1.73309 -1.77436 -1.4 -0.8 -1.0
H -0.87672 -0.64063 -1.61619 0.3 0.9 -0.9
H -1.87357 -1.27394 -0.20541 -0.7 0.2 -0.3
H -1.74054 -1.30676 1.61017 0.6 -0.4 -1.6
H -1.46011 -2.71669 0.61024 -1.0 -3.7 0.0
H -1.25878 0.96711 1.82292 0.3 1.0 -1.9
H 0.12571 1.99883 1.33387 0.4 0.7 -0.2
H -1.19833 1.83888 0.07516 -1.2 0.7 -1.2
H 0.60824 -2.23638 -0.23225 -0.3 0.1 -0.2
H 0.71564 -1.57903 1.36001 -0.2 0.0 0.2
```
Forces are in eV/Å.

Computed properties:
- 2S+1 = 1
- largest force on an atom (Eh/bohr) = 0.10339
- total energy (hartree) = -783.7790
- orbital gap (Eh) = 0.2464
- LUMO (Eh) = 0.13437
- net charge = -1
- highest occupied orbital energy (eV) = -3.049

6.
A 3-piece molecular cluster, C6H11O3S2 overall in a non-equilibrium geometry, computed with the ωB97M-V functional and the def2-TZVPD basis.

```
22
Properties=species:S:1:pos:R:3:forces:R:3
C -0.46621 -0.90286 -2.41785 -0.4 0.0 0.6
C -0.83517 -1.85455 1.03077 -0.2 -2.7 -1.3
C 2.22255 2.14831 -1.41264 -0.3 1.1 0.1
C -1.84423 -0.89142 0.49769 -0.9 -2.2 -3.2
C -1.15460 0.14403 -0.30521 1.3 1.0 1.0
C 0.10875 0.63216 0.02001 -0.4 1.1 -2.3
O -1.50607 -0.64768 -2.88151 0.2 -0.1 -0.6
O 0.57440 -1.29089 -2.07694 0.4 -0.2 -0.6
O 1.15229 0.22764 0.54492 0.3 -1.1 0.4
S 1.00927 0.58928 3.41296 1.2 0.1 0.1
S 0.47297 2.28647 -0.91295 -0.4 -0.1 0.6
H -0.31397 -1.42551 1.80029 1.3 0.9 2.1
H -0.04251 -2.12415 0.31014 -0.5 0.6 -0.1
H -1.15122 -2.86518 1.33967 -0.6 0.5 0.2
H 2.46282 3.25220 -1.56227 0.0 -1.5 -0.3
H 2.18081 1.55931 -2.33380 0.7 0.3 0.1
H 2.95661 1.74846 -0.68522 -0.8 0.0 -0.2
H -2.70646 -1.43003 -0.16674 1.9 1.0 1.3
H -2.35723 -0.29962 1.16987 -1.4 0.4 2.3
H -1.85309 0.82630 -0.73010 0.0 0.7 -0.6
H -0.20429 0.13663 3.28360 -1.1 -0.3 0.0
H 1.29457 0.18110 2.07535 -0.2 0.5 0.5
```
Forces are in eV/Å.

Computed properties:
- 2S+1 = 1
- largest force on an atom (Eh/bohr) = 0.07895
- total energy (hartree) = -1257.3314
- orbital gap (Eh) = 0.2533
- LUMO (Eh) = 0.12299
- net charge = -1
- highest occupied orbital energy (eV) = -3.545

7.
An isolated ion of composition C6H11O5 and charge +1 in a non-equilibrium geometry, computed with the ωB97M-V functional and the def2-TZVPD basis.

```
22
Properties=species:S:1:pos:R:3:forces:R:3
C 1.27918 -0.57911 0.52639 -0.7 0.8 1.2
C -0.26857 -0.69815 0.34662 0.4 3.4 0.1
C 1.68458 0.39960 -0.65348 2.6 -0.6 2.1
C -0.99955 0.77925 0.45152 -0.9 -1.4 0.9
C 1.18911 1.75121 -0.32625 2.2 -0.7 -3.7
C -2.28389 0.93002 -0.34728 1.3 -0.8 -1.3
O 0.81201 2.14238 0.86333 2.5 1.7 5.8
O 1.76529 -1.88790 0.29998 -2.0 2.4 -3.6
O -0.46674 -1.15843 -0.91641 -1.0 -0.5 -1.7
O 3.11912 0.69408 -0.68339 0.1 -3.2 1.0
O -0.16756 1.92520 -0.04121 -4.0 0.3 -2.0
H 1.55805 -0.09237 1.56631 -0.3 -1.2 -2.1
H -0.83749 -1.24518 1.06984 0.1 -0.7 0.8
H 1.42949 0.07830 -1.64430 -0.7 -0.2 -0.3
H -1.15491 1.08538 1.52050 0.3 -0.5 -0.9
H 1.60981 2.52412 -0.93373 0.0 0.5 -0.6
H -1.99195 1.03855 -1.42795 -0.3 -0.1 0.9
H -2.90146 1.79746 -0.06872 0.1 -0.8 0.2
H -2.67951 -0.09501 -0.29841 -0.9 0.7 0.1
H 2.24798 -2.25817 0.95706 2.3 -1.5 3.4
H 0.23928 -1.73871 -1.23372 -0.2 -0.2 0.4
H 3.56823 -0.22347 -0.48464 -1.0 2.6 -0.7
```
Forces are in eV/Å.

Computed properties:
- 2S+1 = 1
- largest force on an atom (Eh/bohr) = 0.12641
- total energy (hartree) = -610.9278
- orbital gap (Eh) = 0.4294
- LUMO (Eh) = -0.10914
- net charge = +1
- highest occupied orbital energy (eV) = -14.654

8.
C6H11P in the gas phase in a non-equilibrium geometry, computed with the ωB97M-V functional and the def2-TZVPD basis.

```
18
Properties=species:S:1:pos:R:3:forces:R:3
C 2.35267 0.55658 0.04134 1.2 0.9 2.5
C 1.54949 0.10353 1.25585 -1.5 2.0 -1.2
C 0.99369 0.09985 -0.16209 -2.1 0.4 -0.5
C 0.77693 -1.12010 -1.01447 3.1 0.9 -0.1
C -2.07995 -0.01577 0.89343 -2.1 -0.6 2.1
C -1.73358 0.54546 -0.44166 0.4 0.6 -2.0
P -0.15961 1.56198 -0.18150 0.0 -1.3 -0.3
H 2.77873 1.55652 -0.07918 -0.4 -0.2 -0.1
H 2.98822 -0.25343 -0.15519 1.4 -0.7 -0.6
H 0.96638 0.80199 1.94766 1.2 -1.0 -0.3
H 1.75017 -1.48856 -1.40766 -0.4 0.0 0.7
H 0.28531 -0.94793 -1.90103 -1.5 0.8 -2.0
H 0.29331 -1.86658 -0.51453 -1.3 -2.1 1.4
H -2.68125 0.73907 1.57107 1.9 -0.9 -1.1
H -2.89032 -0.80032 0.86574 1.1 0.2 -0.3
H -1.15639 -0.41194 1.36928 -0.9 0.1 0.2
H -2.59580 1.14547 -0.80889 0.8 -0.2 0.0
H -1.43801 -0.20579 -1.27815 -0.9 1.0 1.7
```
Forces are in eV/Å.

Computed properties:
- 2S+1 = 1
- largest force on an atom (Eh/bohr) = 0.06203
- total energy (hartree) = -576.3747
- orbital gap (spin up / spin down) (Eh) = 0.2760 / 0.3041
- LUMO (spin up / spin down) (Eh) = -0.01564 / -0.02232
- highest occupied orbital energy (spin up / spin down) (eV) = -7.935 / -8.882

9.
A 2-piece molecular cluster, C6H11PS overall in a non-equilibrium geometry, computed with the ωB97M-V functional and the def2-TZVPD basis.

```
19
Properties=species:S:1:pos:R:3:forces:R:3
C -0.37827 -1.74660 -0.83942 1.5 3.6 -0.1
C 0.83163 -0.91904 -0.37243 -0.6 -1.6 1.0
C 2.11608 -1.16622 -0.61079 -1.0 2.0 2.4
C 3.11428 -0.20788 -0.04862 -0.5 0.3 0.4
C 2.32836 0.87901 0.63790 0.6 2.4 2.0
S 1.44837 2.04293 -0.48714 -0.2 -0.5 0.7
P 0.53377 0.50797 0.73737 0.7 0.3 -0.5
H -0.72919 -0.92258 -1.46396 -1.4 -0.6 -0.4
H -1.07530 -2.09119 -0.12286 -0.6 0.2 1.0
H -0.10956 -2.52850 -1.44350 0.8 -2.0 -1.5
H 2.50343 -1.89570 -1.18660 0.8 -2.7 -2.0
H 3.77153 -0.53975 0.75984 0.3 -0.8 -0.6
H 3.63635 0.09195 -0.95103 0.8 0.7 0.3
H 2.80815 1.41246 1.61677 -1.1 -1.3 -2.6
C -4.17067 1.43189 0.73564 2.4 1.4 0.6
H -3.22985 2.10204 0.63540 -1.8 -1.1 -0.5
H -3.88940 0.41733 0.76999 0.8 -1.3 0.6
H -4.61521 1.73420 1.65006 -0.6 0.0 0.9
H -4.89449 1.39768 -0.01662 -0.9 1.0 -1.5
```
Forces are in eV/Å.

Computed properties:
- 2S+1 = 1
- largest force on an atom (Eh/bohr) = 0.07624
- total energy (hartree) = -974.6878
- orbital gap (Eh) = 0.3341
- SMILES string = CC1=CC[C@H]2SP12.C
- LUMO (Eh) = 0.01635
- highest occupied orbital energy (eV) = -8.646

10.
C6H11PS in the gas phase, computed with the ωB97M-V functional and the def2-TZVPD basis.

```
19
Properties=species:S:1:pos:R:3:forces:R:3
C -0.94565 3.80722 -0.21664 0.0 0.5 -0.1
C -1.03814 2.54583 0.05868 0.0 -0.3 0.1
C -1.12259 1.28099 0.34448 -0.1 -0.3 0.1
C -0.96724 0.15566 -0.64259 0.2 0.0 -0.1
C 0.46346 -0.38418 -0.70798 0.1 -0.2 0.2
P 1.11716 -1.18808 0.85519 -0.4 0.1 -0.3
C 0.18077 -2.78567 0.81182 0.3 0.3 0.0
S 2.92549 -1.90750 0.02527 0.0 -0.2 -0.1
H -0.00636 4.33738 -0.17208 0.2 -0.1 0.0
H -1.80319 4.40036 -0.49456 -0.2 0.0 0.0
H -1.30821 0.97765 1.36663 0.0 0.2 0.2
H -1.65280 -0.64981 -0.37062 -0.1 0.0 -0.1
H -1.23104 0.50650 -1.64206 -0.1 0.0 0.0
H 0.54621 -1.11556 -1.51858 0.0 0.1 0.0
H 1.14336 0.44305 -0.93032 0.0 -0.1 0.0
H 0.10348 -3.17708 -0.20082 0.0 -0.1 -0.1
H 0.71186 -3.49536 1.44265 0.0 -0.1 0.0
H -0.81180 -2.63368 1.22475 -0.2 0.0 0.0
H 3.69524 -1.11772 0.76678 0.2 0.1 0.1
```
Forces are in eV/Å.

Computed properties:
- 2S+1 = 1
- largest force on an atom (Eh/bohr) = 0.00976
- total energy (hartree) = -974.7058
- orbital gap (Eh) = 0.3580
- SMILES string = C=C=CCCP(C)S
- LUMO (Eh) = 0.03383
- highest occupied orbital energy (eV) = -8.822

11.
C6H11PS in the gas phase in a non-equilibrium geometry, computed with the ωB97M-V functional and the def2-TZVPD basis.

```
19
Properties=species:S:1:pos:R:3:forces:R:3
C -1.15265 -1.02305 1.43148 1.3 -1.9 0.1
C -1.31699 -0.52940 0.02477 -2.3 -1.2 1.5
P -2.83318 -1.07678 -0.81272 -0.4 -0.9 0.0
C -0.46183 0.25426 -0.51950 2.4 2.1 0.2
C 0.65686 1.00512 0.24530 -2.2 0.5 -2.0
C 1.89995 1.07165 -0.62118 2.9 3.5 2.4
C 2.66706 -0.19370 -0.79664 -0.4 1.4 -3.6
S 2.61201 -1.54897 0.00041 0.0 -1.0 1.0
H -0.84887 -0.25463 2.14234 -0.3 0.0 0.0
H -1.96086 -1.65088 1.82156 -0.2 0.6 -0.1
H -0.30613 -1.77120 1.37867 -0.5 0.8 0.3
H -3.40660 0.08873 -1.35130 0.3 0.4 0.0
H -3.61417 -0.97733 0.36013 -0.2 -0.1 -0.1
H -0.64179 0.61797 -1.49828 0.0 0.3 -1.0
H 0.12337 2.01181 0.34836 1.3 -0.9 0.3
H 0.83592 0.53518 1.19522 0.3 0.1 0.3
H 2.68029 1.81750 -0.00510 -1.4 -1.9 -1.0
H 1.94064 1.77865 -1.50080 -0.9 -1.4 0.3
H 3.12696 -0.15491 -1.84272 0.2 -0.3 1.5
```
Forces are in eV/Å.

Computed properties:
- 2S+1 = 1
- largest force on an atom (Eh/bohr) = 0.09947
- total energy (hartree) = -974.6471
- orbital gap (Eh) = 0.3102
- SMILES string = C/C(P)=C\CCC=S
- LUMO (Eh) = -0.00383
- highest occupied orbital energy (eV) = -8.546

12.
C6H12 as an isolated structure in a non-equilibrium geometry, computed with the ωB97M-V functional and the def2-TZVPD basis.

```
18
Properties=species:S:1:pos:R:3:forces:R:3
C 1.08994 1.76038 -1.04470 0.0 -0.1 -0.1
C 1.01903 1.36459 0.42147 0.3 -0.4 0.0
C 0.40151 -0.00307 0.70763 1.1 -1.6 -0.2
C -0.79959 -0.41609 -0.02785 -0.7 0.2 0.2
C -1.74946 -1.42210 0.68411 0.5 0.4 0.3
C -0.92163 -1.82837 -0.47411 1.7 -0.3 -0.2
H 0.09117 1.91359 -1.46102 0.1 0.0 -0.1
H 1.58510 0.97716 -1.62205 0.0 0.0 0.0
H 1.65874 2.68643 -1.17588 -0.1 -0.1 0.0
H 2.02877 1.35605 0.83519 0.0 0.0 0.1
H 0.48630 2.15747 0.97839 0.0 -0.5 0.0
H 0.43240 -0.24011 1.76283 -0.3 0.1 0.2
H 1.24887 -1.51050 0.41405 -0.6 2.6 0.3
H -1.21066 0.29775 -0.71903 -0.1 0.3 0.0
H -1.35425 -1.62322 1.66452 -0.1 -0.2 0.3
H -2.84458 -1.35184 0.63177 0.6 -0.1 -0.2
H -1.56998 -1.96655 -1.36473 1.1 -0.4 0.3
H 0.40833 -2.15157 -0.21059 -3.3 -0.1 -0.8
```
Forces are in eV/Å.

Computed properties:
- 2S+1 = 1
- largest force on an atom (Eh/bohr) = 0.06691
- total energy (hartree) = -235.6281
- orbital gap (Eh) = 0.3567
- LUMO (Eh) = 0.03084
- highest occupied orbital energy (eV) = -8.868